{"formula": "C21H13BrCl5N4O5RuS2", "method": "wB97M-V/def2-TZVPD", "elements": ["Ru", "Br", "Cl", "Cl", "Cl", "Cl", "Cl", "S", "S", "O", "O", "O", "O", "O", "N", "N", "N", "N", "C", "C", "C", "C", "C", "C", "C", "C", "C", "C", "C", "C", "C", "C", "C", "C", "C", "C", "C", "C", "C", "H", "H", "H", "H", "H", "H", "H", "H", "H", "H", "H", "H", "H"], "coordinates": [[-0.4031, 1.1892, 0.5176], [1.9637, 3.4668, -1.2435], [5.3712, 0.1158, 3.7321], [4.1289, -2.1669, 2.0106], [1.2264, 3.2942, 2.4198], [3.9022, 2.8631, 3.9411], [1.4880, -1.6734, 0.4637], [-3.2864, -2.1251, 0.8826], [-1.7951, -1.4644, -1.9349], [-2.0202, 2.1036, 1.6313], [-3.1341, -1.9702, -1.8473], [-3.3032, 3.8843, 2.0736], [-1.4939, -0.5532, -3.0160], [-0.3458, 1.5896, -2.0138], [-0.5091, 3.5417, -0.0098], [1.9463, -6.0315, -2.1148], [-1.3895, -0.6785, -0.5407], [-1.4434, -0.5424, 1.7497], [-0.0024, 5.5148, -1.2442], [-0.6913, -2.8299, -2.0584], [1.0797, -4.9682, -2.0836], [3.3620, -0.6325, 2.0943], [2.0862, 1.8061, 2.2451], [2.1782, -0.4030, 1.4005], [3.2657, 1.6143, 2.9538], [-1.1845, 6.0934, -0.8025], [-2.4069, 3.3195, 1.4846], [-2.1328, -0.9738, 2.8487], [-3.1258, -1.8514, 2.5839], [-0.2164, -5.1248, -1.5727], [0.2934, 4.2403, -0.8001], [0.5806, -2.6608, -2.5863], [1.4558, -3.7248, -2.6102], [-1.9924, 5.3991, 0.0810], [3.9154, 0.3852, 2.8667], [-1.6156, 4.1198, 0.4482], [-1.9306, -1.0403, 0.6357], [-1.0968, -4.0631, -1.5629], [1.5271, 0.8234, 1.4323], [-2.1040, -4.1714, -1.1846], [-0.8452, 0.8721, -2.4579], [1.7315, -6.8374, -1.5572], [-0.5181, -6.0912, -1.1873], [-2.8960, 5.8109, 0.5058], [0.8682, -1.6975, -2.9867], [2.9198, -5.8526, -2.2788], [2.4515, -3.5995, -3.0181], [-3.7764, -2.3393, 3.2894], [-1.4549, 7.0869, -1.1348], [-1.8507, -0.6243, 3.8297], [0.5484, 1.5283, -2.3651], [0.6744, 6.0292, -1.9093]], "forces_ev_per_a": [[-1.799, 0.263, 1.943], [0.021, 0.119, 0.021], [0.061, 0.004, 0.024], [0.048, -0.031, 0.003], [0.145, 0.098, 0.236], [0.060, 0.056, 0.043], [0.047, -0.135, -0.128], [0.354, 0.297, 0.353], [0.224, 0.376, 0.635], [1.475, -1.607, -0.330], [-0.083, -0.167, 0.081], [0.081, -0.438, 0.011], [0.207, 0.014, -0.064], [0.389, 0.139, -0.008], [0.828, -0.635, -0.376], [0.001, -0.057, -0.109], [0.132, 0.413, -0.591], [1.011, 0.624, -1.535], [-0.010, -0.031, -0.011], [-0.290, 0.222, 0.118], [-0.177, 0.104, -0.006], [0.073, 0.071, 0.040], [-0.328, 0.005, -0.192], [-0.358, 0.086, -0.314], [0.026, -0.067, -0.056], [-0.012, -0.036, -0.001], [0.150, 1.178, -0.672], [-0.223, -0.111, 0.498], [0.166, 0.180, 0.081], [0.122, -0.028, -0.015], [-0.033, -0.047, 0.051], [-0.036, 0.015, -0.055], [0.103, -0.030, 0.079], [0.046, -0.006, -0.033], [-0.052, -0.040, 0.000], [-0.199, -0.148, 0.370], [-0.782, -1.217, -0.097], [0.020, 0.037, 0.012], [-1.458, 0.555, 0.025], [0.017, -0.067, 0.027], [-0.070, -0.109, -0.027], [0.045, -0.009, 0.039], [-0.041, 0.014, 0.000], [-0.012, -0.015, -0.008], [0.037, -0.020, 0.007], [0.029, -0.010, 0.044], [-0.010, 0.001, -0.024], [0.021, 0.029, 0.030], [0.011, 0.006, 0.015], [0.014, 0.035, -0.035], [-0.001, 0.103, -0.127], [0.011, 0.019, 0.029]], "mulliken_spin": [0.966, 0.000, 0.001, -0.001, 0.007, -0.001, -0.001, -0.002, 0.006, -0.004, 0.012, -0.004, -0.001, 0.025, -0.019, 0.000, 0.086, -0.004, -0.002, 0.005, 0.001, -0.008, -0.030, -0.008, -0.008, 0.003, -0.001, -0.002, 0.002, -0.001, 0.006, -0.001, 0.000, -0.002, 0.008, 0.004, 0.002, 0.001, -0.028, 0.000, -0.004, 0.000, 0.000, -0.001, 0.000, 0.000, 0.000, 0.000, 0.000, -0.001, -0.002, 0.000], "e_above_lowest_kcal_mol": 65.91, "multiplicity": 2, "total_charge": 0, "homo_energy_ev": [-8.1, -8.1]}